Run i
The following is a DFT calculation (the ωB97M-V functional and the def2-TZVPD basis) of 2 unconnected molecules or ions with the total composition C2H3OP.

Values from the calculation:
- SMILES string: C#P.C=O
- Gap between HOMO and LUMO: 10.34 eV

```
! wB97M-V def2-TZVPD RIJCOSX def2/J DEFGRID3
* xyz 0 1
C -2.369 -1.202 -0.244
C 1.685 0.830 0.160
O 2.234 1.740 -0.371
P -1.848 0.225 -0.436
H -2.747 -2.228 -0.012
H 1.520 0.891 1.265
H 1.526 -0.256 -0.361
*
```

Atomic partial charges in e from the Löwdin method, atoms 1 to 5: number 1, C, carries -0.566; number 2, C, carries -0.229; number 3, O, carries -0.015; number 4, P, carries 0.675; number 5, H, carries -0.048



Run ii
The following is a DFT calculation (the ωB97M-V functional and the def2-TZVPD basis) of 2 unconnected molecules or ions with the total composition C2H3OP.

Values from the calculation:
- SMILES string: C#P.C=O
- Gap between HOMO and LUMO: 9.04 eV

```
! wB97M-V def2-TZVPD RIJCOSX def2/J DEFGRID3
* xyz 0 1
C 1.874 -1.081 0.033
C 0.146 -0.946 -1.944
O -0.790 -0.319 -1.513
P 1.627 -1.090 1.603
H 2.643 -0.764 -0.516
H 1.011 -0.591 -2.530
H 0.353 -2.124 -1.639
*
```

Atomic partial charges in e from the Löwdin method, atoms 1 to 5: number 1, C, carries -0.549; number 2, C, carries -0.250; number 3, O, carries -0.026; number 4, P, carries 0.759; number 5, H, carries -0.110



Most stable structure, least stable structure: run i, run ii.



Run i
The following is a DFT calculation (the ωB97M-V functional and the def2-TZVPD basis) of 2 unconnected molecules or ions with the total composition C2H3OP.

Values from the calculation:
- SMILES string: C#P.C=O
- Gap between HOMO and LUMO: 9.00 eV

```
! wB97M-V def2-TZVPD RIJCOSX def2/J DEFGRID3
* xyz 0 1
C -1.449 -0.561 0.641
C 1.163 0.326 -0.583
O 2.362 0.204 -0.583
P -1.572 0.428 1.845
H -1.918 -1.115 -0.114
H 0.829 0.955 -1.467
H 0.584 -0.238 0.259
*
```

Atomic partial charges in e from the Löwdin method, atoms 1 to 5: number 1, C, carries -0.547; number 2, C, carries -0.173; number 3, O, carries -0.046; number 4, P, carries 0.727; number 5, H, carries -0.072



Run ii
The following is a DFT calculation (the ωB97M-V functional and the def2-TZVPD basis) of 2 unconnected molecules or ions with the total composition C2H3OP.

Values from the calculation:
- Gap between HOMO and LUMO: 7.43 eV

```
! wB97M-V def2-TZVPD RIJCOSX def2/J DEFGRID3
* xyz 0 1
C -0.173 0.015 0.383
C 1.014 -0.138 -0.234
O 4.280 0.149 -0.312
P 3.364 -0.980 -0.321
H -0.947 0.731 0.164
H 1.033 0.348 -1.167
H -0.216 -0.523 1.283
*
```

Atomic partial charges in e from the Löwdin method, atoms 1 to 5: number 1, C, carries -0.132; number 2, C, carries -0.235; number 3, O, carries -0.538; number 4, P, carries 0.903; number 5, H, carries 0.041



Most stable structure, least stable structure: run ii, run i.



Run i
The following is a DFT calculation (the ωB97M-V functional and the def2-TZVPD basis) of C4H6N4 in the gas phase.

Values from the calculation:
- SMILES string: N[C@H]1Cn2nncc21
- Gap between HOMO and LUMO: 9.34 eV

```
! wB97M-V def2-TZVPD RIJCOSX def2/J DEFGRID3
* xyz 0 1
C -0.781 -1.133 0.672
C 0.852 -1.373 0.301
C -0.547 1.596 -0.208
C -0.473 0.220 0.235
H -1.149 -1.852 -1.283
H -2.263 -2.565 -0.219
H -1.069 -1.195 1.643
H 1.208 -1.987 -0.520
H 1.279 -1.801 1.301
H -1.414 2.122 -0.397
N -1.688 -1.563 -0.430
N 0.863 0.075 0.304
N 1.486 1.077 -0.340
N 0.639 2.043 -0.465
*
```

Atomic partial charges in e from the Löwdin method, atoms 1 to 5: number 1, C, carries -0.224; number 2, C, carries -0.016; number 3, C, carries -0.105; number 4, C, carries -0.187; number 5, H, carries 0.078



Run ii
The following is a DFT calculation (the ωB97M-V functional and the def2-TZVPD basis) of a molecular structure, C4H6N4.

Values from the calculation:
- Gap between HOMO and LUMO: 8.21 eV

```
! wB97M-V def2-TZVPD RIJCOSX def2/J DEFGRID3
* xyz 0 1
C 0.623 -1.387 -1.389
C 0.335 -0.379 -0.619
C 0.604 -0.582 0.840
C -0.665 0.766 -0.731
H 0.653 -1.601 -2.710
H 1.096 -2.267 -1.043
H 0.748 -1.241 2.448
H 0.144 0.504 2.393
H -0.871 2.431 0.868
H -1.885 2.122 -1.639
N 0.809 -1.735 1.499
N 0.347 0.750 1.228
N -0.627 1.368 0.608
N -1.311 1.250 -1.751
*
```

Atomic partial charges in e from the Löwdin method, atoms 1 to 5: number 1, C, carries 0.073; number 2, C, carries -0.209; number 3, C, carries -0.395; number 4, C, carries -0.313; number 5, H, carries 0.173



Run iii
The following is a DFT calculation (the ωB97M-V functional and the def2-TZVPD basis) of C4H6N4 in the gas phase.

Values from the calculation:
- SMILES string: [H]/N=C1/C=CN=CNN1
- Gap between HOMO and LUMO: 8.38 eV

```
! wB97M-V def2-TZVPD RIJCOSX def2/J DEFGRID3
* xyz 0 1
C -0.508 -1.159 0.056
C 0.511 1.642 -0.624
C 1.297 0.322 1.102
C 0.693 -0.944 0.901
H -1.895 -2.355 -0.514
H -1.887 -0.546 -1.054
H -1.241 1.564 -1.795
H 0.881 2.501 -1.201
H 2.046 0.359 2.021
H 1.160 -1.778 1.500
N -1.049 -2.326 0.108
N -1.246 -0.032 -0.427
N -0.546 0.951 -1.204
N 1.268 1.562 0.442
*
```

Atomic partial charges in e from the Löwdin method, atoms 1 to 5: number 1, C, carries -0.453; number 2, C, carries -0.216; number 3, C, carries -0.161; number 4, C, carries -0.055; number 5, H, carries 0.056



Run iv
The following is a DFT calculation (the ωB97M-V functional and the def2-TZVPD basis) of C4H6N4 in the gas phase.

Values from the calculation:
- SMILES string: [H]/N=C(/N)[C@H]1N[C@H]1C#N
- Gap between HOMO and LUMO: 9.54 eV

```
! wB97M-V def2-TZVPD RIJCOSX def2/J DEFGRID3
* xyz 0 1
C -0.510 -0.260 0.940
C 0.670 -0.437 0.021
C 0.694 0.374 -1.081
C -0.480 1.203 -1.570
H -1.114 -0.168 2.858
H 0.791 -0.183 2.515
H -1.804 -0.349 -0.694
H 1.718 -0.233 0.574
H 1.478 -1.507 -1.351
H 1.395 0.948 -1.675
N -0.267 0.099 2.241
N -1.784 -0.292 0.424
N 0.493 -1.184 -1.283
N -1.281 1.989 -1.920
*
```

Atomic partial charges in e from the Löwdin method, atoms 1 to 5: number 1, C, carries -0.462; number 2, C, carries -0.322; number 3, C, carries -0.258; number 4, C, carries -0.189; number 5, H, carries 0.142



Most stable structure, least stable structure: run iii, run ii.



Run i
The following is a DFT calculation (the ωB97M-V functional and the def2-TZVPD basis) of a molecular structure, C4H6N4.

Values from the calculation:
- Gap between HOMO and LUMO: 10.53 eV

```
! wB97M-V def2-TZVPD RIJCOSX def2/J DEFGRID3
* xyz 0 1
C -1.587 0.935 1.650
C -1.165 0.890 0.165
C -0.065 -0.678 -0.347
C 0.288 0.523 0.027
H -2.772 0.970 1.586
H -1.069 1.842 2.106
H -1.369 -0.069 2.086
H -1.814 1.477 -0.566
H -2.040 -1.135 0.169
H 2.912 -1.003 -0.485
N -1.515 -0.516 -0.495
N 0.993 -1.447 -0.676
N 1.939 -0.448 -0.671
N 1.631 0.682 -0.139
*
```

Atomic partial charges in e from the Löwdin method, atoms 1 to 5: number 1, C, carries -0.076; number 2, C, carries -0.266; number 3, C, carries -0.380; number 4, C, carries -0.232; number 5, H, carries 0.110



Run ii
The following is a DFT calculation (the ωB97M-V functional and the def2-TZVPD basis) of C4H6N4 in the gas phase.

Values from the calculation:
- SMILES string: [H]/N=C1/NN=C[C@H]2N[C@@H]12
- Gap between HOMO and LUMO: 9.23 eV

```
! wB97M-V def2-TZVPD RIJCOSX def2/J DEFGRID3
* xyz 0 1
C 0.894 0.953 0.021
C -1.822 -0.205 0.346
C -0.606 -1.087 0.138
C 0.818 -0.512 -0.254
H 2.623 0.994 -0.308
H -0.333 2.580 0.533
H -2.915 -0.588 0.522
H -0.646 -2.065 0.557
H 0.444 -2.104 -1.337
H 1.710 -1.037 0.251
N 1.841 1.656 0.012
N -0.332 1.501 0.213
N -1.562 1.060 0.447
N -0.113 -1.146 -1.142
*
```

Atomic partial charges in e from the Löwdin method, atoms 1 to 5: number 1, C, carries -0.531; number 2, C, carries -0.096; number 3, C, carries -0.281; number 4, C, carries -0.164; number 5, H, carries 0.100



Most stable structure, least stable structure: run ii, run i.



Run i
The following is a DFT calculation (the ωB97M-V functional and the def2-TZVPD basis) of C4H6N4 in the gas phase.

Values from the calculation:
- SMILES string: CN1CN=N[C@H]1C#N
- Gap between HOMO and LUMO: 10.44 eV

```
! wB97M-V def2-TZVPD RIJCOSX def2/J DEFGRID3
* xyz 0 1
C -2.438 0.177 1.801
C -0.603 -1.355 -0.471
C -1.679 0.420 0.607
C 0.674 0.627 0.136
N -2.994 0.101 2.788
N -1.949 -1.160 -0.926
N -2.439 -0.134 -0.501
N -0.366 -0.387 0.570
H -0.435 -2.390 0.070
H 0.245 -1.257 -1.233
H -1.738 1.530 0.443
H 0.885 1.191 0.939
H 1.569 0.161 0.057
H 0.541 1.205 -0.721
*
```

Atomic partial charges in e from the Löwdin method, atoms 1 to 5: number 1, C, carries -0.186; number 2, C, carries -0.240; number 3, C, carries -0.318; number 4, C, carries -0.066; number 5, N, carries 0.175



Run ii
The following is a DFT calculation (the ωB97M-V functional and the def2-TZVPD basis) of C4H6N4 in the gas phase.

Values from the calculation:
- SMILES string: N/N=C1/C=NN=CC1
- Gap between HOMO and LUMO: 8.75 eV

```
! wB97M-V def2-TZVPD RIJCOSX def2/J DEFGRID3
* xyz 0 1
C 0.210 -0.600 0.020
C -0.114 0.825 0.223
C -1.620 0.916 0.035
C -0.829 -1.566 0.125
H 3.269 -0.224 -0.415
H 1.684 0.980 -0.020
H 0.231 1.257 1.160
H 0.315 1.426 -0.670
H -1.912 1.954 -0.287
H -0.239 -2.533 -0.028
N 2.296 -0.026 0.041
N 1.397 -1.059 -0.105
N -2.592 0.004 -0.209
N -2.096 -1.355 0.130
*
```

Atomic partial charges in e from the Löwdin method, atoms 1 to 5: number 1, C, carries -0.384; number 2, C, carries -0.164; number 3, C, carries -0.128; number 4, C, carries -0.149; number 5, H, carries 0.135



Run iii
The following is a DFT calculation (the ωB97M-V functional and the def2-TZVPD basis) of C4H6N4 in the gas phase.

Values from the calculation:
- SMILES string: Cn1[nH][nH]nc2cc1-2
- Gap between HOMO and LUMO: 8.80 eV

```
! wB97M-V def2-TZVPD RIJCOSX def2/J DEFGRID3
* xyz 0 1
C 1.302 1.891 -0.045
C 0.374 0.892 0.076
C 1.851 0.571 -0.080
C -2.001 0.167 0.364
N 2.329 -0.605 -0.055
N 1.204 -1.555 0.258
N -0.049 -1.248 -0.356
N -0.612 -0.069 0.149
H 1.491 2.938 -0.272
H -2.380 1.136 0.071
H -2.438 -0.606 -0.324
H -2.405 0.016 1.427
H 1.344 -2.531 0.079
H -0.009 -0.997 -1.294
*
```

Atomic partial charges in e from the Löwdin method, atoms 1 to 5: number 1, C, carries 0.080; number 2, C, carries -0.093; number 3, C, carries -0.259; number 4, C, carries -0.057; number 5, N, carries 0.034



Most stable structure, least stable structure: run i, run iii.



Run i
The following is a DFT calculation (the ωB97M-V functional and the def2-TZVPD basis) of a molecular structure, C4H6N4.

Values from the calculation:
- Gap between HOMO and LUMO: 8.27 eV

```
! wB97M-V def2-TZVPD RIJCOSX def2/J DEFGRID3
* xyz 0 1
C -2.058 -0.247 -0.119
C -1.465 1.178 0.091
C 1.496 -1.036 0.143
C 0.071 -0.719 0.000
H -2.537 -0.951 -1.085
H -2.576 -0.471 0.922
H -1.944 1.797 -0.888
H -1.958 1.698 1.262
H 1.486 1.633 1.019
H 1.963 -1.999 -0.009
N -0.004 0.647 -0.138
N 1.321 1.224 -0.154
N 2.232 -0.013 -0.066
N -1.077 -1.395 0.084
*
```

Atomic partial charges in e from the Löwdin method, atoms 1 to 5: number 1, C, carries -0.278; number 2, C, carries -0.118; number 3, C, carries -0.090; number 4, C, carries -0.379; number 5, H, carries 0.187



Run ii
The following is a DFT calculation (the ωB97M-V functional and the def2-TZVPD basis) of C4H6N4 in the gas phase.

Values from the calculation:
- SMILES string: [H]/N=c1/cccnn1N
- Gap between HOMO and LUMO: 7.07 eV

```
! wB97M-V def2-TZVPD RIJCOSX def2/J DEFGRID3
* xyz 0 1
C -1.874 -0.569 -0.013
C -1.711 0.778 0.096
C -0.481 1.448 0.155
C 0.663 0.746 0.012
H 1.895 -1.260 1.242
H 1.503 -2.369 -0.230
H -2.761 -1.308 -0.434
H -2.691 1.341 -0.443
H -0.381 2.480 0.201
H 2.611 0.641 -0.364
N 1.554 -1.232 0.014
N 0.444 -0.659 -0.102
N -0.653 -1.352 0.013
N 1.881 1.314 -0.146
*
```

Atomic partial charges in e from the Löwdin method, atoms 1 to 5: number 1, C, carries -0.137; number 2, C, carries -0.117; number 3, C, carries -0.036; number 4, C, carries -0.403; number 5, H, carries 0.227



Most stable structure, least stable structure: run ii, run i.